Entry from the OMol25 dataset: a cluster of 2 separate species, C4H12 in total (ωB97M-V/def2-TZVPD).

Cartesian coordinates (Å):
C (0.09153, -2.16475, -1.64911)
C (0.73791, -0.79838, -2.01301)
H (0.74858, -2.94482, -1.28916)
H (-0.32989, -2.63834, -2.54202)
H (-0.70203, -1.91413, -0.94002)
H (0.28320, -0.47313, -2.91815)
H (0.91375, -0.17822, -1.13121)
H (1.82990, -0.93819, -2.20105)
C (-1.03381, 1.26330, 1.40183)
C (0.10844, 1.82274, 2.26784)
H (-1.71371, 0.82090, 2.10387)
H (-0.56595, 0.63064, 0.59012)
H (-1.62989, 1.96297, 0.82807)
H (0.91352, 2.14754, 1.63452)
H (0.63795, 0.97495, 2.77994)
H (-0.28952, 2.42691, 3.07754)

* maximum force: 3.484 eV/A
* total energy: -159.55328 hartree
* SMILES: CC.CC
* charge: 0
* relative energy (zero: lowest compared OMol25 entry of this formula, charge and spin): 19.9 kcal per mole